No. 1
2 unconnected molecules or ions with the total composition C6H13NO. Source: the OMol25 dataset; level of theory: ωB97M-V with the def2-TZVPD basis set.

Geometry (Å):
1 C 0.3427 1.5630 -0.6783
2 N 1.1607 1.0674 0.1512
3 C 1.0420 -0.1529 0.8982
4 C 2.1569 -0.4606 1.5523
5 C 0.0218 -1.2761 0.7872
6 C -1.3527 -0.6943 1.2384
7 C -2.3257 -0.3259 0.1032
8 H 0.8245 2.3589 -1.3187
9 H -0.7348 1.4772 -0.7340
10 H 2.9366 0.3726 1.5453
11 H 2.5771 -1.3470 1.9939
12 H 0.4153 -2.1175 1.3305
13 H -0.0813 -1.6029 -0.2420
14 H -1.1804 0.2050 1.8825
15 H -1.8471 -1.3749 1.9249
16 H -2.9727 -1.1839 -0.0866
17 H -2.7678 0.6391 0.0259
18 H -1.7162 -0.3903 -0.8620
19 O -0.2713 0.4123 -3.0326
20 H -0.0483 -0.0255 -3.8543
21 H 0.3817 1.0564 -2.7410

Cartesian forces, eV/Å:
0.89 1.50 0.64
-0.20 -1.01 -0.31
0.80 -1.28 -0.31
2.64 2.71 0.00
-1.12 2.12 -0.62
-0.26 0.75 1.09
2.33 -2.11 -2.37
-0.79 -0.44 0.58
-0.07 -0.64 -0.22
-1.02 -1.15 0.02
-0.97 -0.51 0.24
-0.21 -0.19 0.54
0.06 -0.02 -0.37
0.09 -0.60 -0.52
-0.10 -0.27 0.02
-0.72 0.48 0.32
-0.71 0.55 0.69
-0.60 0.33 1.00
-0.80 -0.16 0.38
0.51 0.31 -0.08
0.26 -0.37 -0.73

Output
E_HOMO in eV: -8.71
Largest force on an atom in eV Å⁻¹: 3.935
LUMO in eV: 0.649
Orbital gap in eV: 9.36
ΔE to the lowest compared entry with this formula, charge and spin in kJ/mol: 339.2

Here are the natural (NBO) charges for atoms 1 to 2, given in e: atom 1 (C): -0.07, atom 2 (N): -0.43

No. 2
A molecular structure, C37H19ClF4N7O2PRbS. Source: the OMol25 dataset; level of theory: ωB97M-V with the def2-TZVPD basis set.

Geometry (Å):
1 Rb 0.5498 0.0391 -0.2893
2 N -1.8956 2.3317 2.6860
3 P -0.3432 2.2360 1.9875
4 C -0.4127 3.6159 0.7639
5 C -0.4375 4.9633 1.1182
6 C -0.6527 5.9466 0.1658
7 C -0.8615 5.5940 -1.1617
8 C -0.8479 4.2575 -1.5297
9 C -0.6124 3.2834 -0.5708
10 C 0.6293 2.9730 3.3391
11 C 1.7951 3.6853 3.0660
12 C 2.5977 4.1415 4.1003
13 C 2.2568 3.8877 5.4217
14 C 1.1100 3.1605 5.7040
15 C 0.3061 2.7012 4.6696
16 C -2.9684 1.6137 2.1916
17 C -4.2210 1.6911 2.8208
18 C -5.2549 0.9397 2.3133
19 C -5.0303 0.1210 1.2070
20 C -3.7625 0.1135 0.6653
21 N -2.7442 0.8492 1.1268
22 H -2.1000 3.0508 3.3612
23 H -0.2862 5.2517 2.1524
24 H -0.6650 6.9893 0.4586
25 H -1.0367 6.3610 -1.9059
26 H -1.0098 3.9678 -2.5597
27 H -0.6446 2.2455 -0.8739
28 H 2.0868 3.8569 2.0389
29 H 3.4991 4.6932 3.8642
30 H 2.8876 4.2480 6.2246
31 H 0.8406 2.9355 6.7284
32 H -0.5715 2.1131 4.9115
33 H -4.3550 2.3213 3.6906
34 H -6.2277 0.9843 2.7872
35 H -5.8030 -0.5003 0.7789
36 H -3.5446 -0.5207 -0.1855
37 S -3.1395 -3.1004 0.1121
38 C -3.5391 -3.8005 -1.3417
39 N -3.7060 -4.3444 -2.3583
40 Cl 8.8761 1.0347 -0.6492
41 C 7.1349 1.2200 -0.5773
42 C 6.4908 1.0607 0.6365
43 C 5.1125 1.2171 0.6886
44 C 4.3907 1.5134 -0.4585
45 C 5.0645 1.6612 -1.6670
46 C 6.4421 1.5222 -1.7376
47 C 2.8783 1.6828 -0.4177
48 O 2.2762 1.7321 -1.5147
49 O 2.3473 1.7168 0.7220
50 H 7.0630 0.8224 1.5227
51 H 4.5783 1.1187 1.6247
52 H 4.4764 1.8820 -2.5478
53 H 6.9717 1.6433 -2.6725
54 F -2.0309 -7.2847 -0.9418
55 C -1.6862 -6.5078 -1.9565
56 C -1.8924 -6.9640 -3.2054
57 F -2.4310 -8.1712 -3.3491
58 C -1.5879 -6.2000 -4.3847
59 C -1.0313 -4.9046 -4.1025
60 C -0.8193 -4.4569 -2.8525
61 F -0.3461 -3.2276 -2.6976
62 C -1.0950 -5.2282 -1.6704
63 C -0.8547 -4.7680 -0.3973
64 C -0.0567 -3.6021 -0.1230
65 N 0.6189 -2.7266 0.1907
66 C -1.0305 -5.5770 0.7776
67 N -1.1271 -6.1612 1.7622
68 F -0.7465 -4.0964 -5.1174
69 C -1.8223 -6.6577 -5.6595
70 C -2.3715 -7.9500 -5.9489
71 N -2.7897 -8.9726 -6.2686
72 C -1.5332 -5.9061 -6.8447
73 N -1.3546 -5.3621 -7.8422

Cartesian forces, eV/Å:
-0.57 -0.51 -0.07
-0.22 0.09 0.28
0.49 -0.01 -0.45
-0.12 0.05 0.11
0.03 0.06 0.08
0.00 -0.02 -0.03
0.00 -0.01 -0.04
0.09 0.07 0.04
-0.20 -0.08 -0.03
-0.15 -0.08 0.18
0.08 0.01 -0.01
0.00 0.01 -0.06
-0.01 0.00 0.03
0.03 0.00 -0.02
0.01 0.06 0.03
0.04 -0.02 0.17
0.07 0.01 -0.06
-0.03 -0.08 -0.06
-0.03 0.09 0.13
0.06 0.14 -0.13
-0.11 -0.04 -0.07
-0.14 0.06 -0.02
0.00 -0.01 0.00
0.00 0.00 0.00
0.00 0.00 0.00
0.01 0.02 -0.01
0.01 0.20 -0.01
0.00 0.00 -0.01
0.01 0.00 0.03
0.00 -0.01 0.01
0.01 0.02 0.01
-0.01 0.00 -0.06
0.01 0.01 0.00
-0.02 -0.03 -0.04
-0.03 0.00 0.03
0.00 0.12 0.04
-0.04 -0.43 -0.38
0.05 0.22 0.42
-0.06 0.03 0.01
-0.10 0.01 0.01
0.18 -0.02 -0.03
-0.03 0.01 0.01
0.01 0.03 0.08
0.03 0.14 -0.21
-0.04 -0.04 0.02
-0.07 0.00 0.04
0.27 0.28 -0.01
0.14 -0.02 0.02
0.22 0.11 0.08
0.00 0.00 0.00
-0.01 -0.01 -0.01
0.02 0.01 -0.01
0.01 -0.01 0.01
-0.04 -0.08 0.14
0.02 -0.03 -0.03
0.08 0.07 0.01
-0.07 -0.13 -0.04
0.02 0.04 0.11
0.03 -0.10 0.11
0.04 -0.06 -0.04
0.08 0.21 0.04
-0.12 -0.01 -0.18
0.34 -0.10 0.01
-0.10 0.04 0.06
-0.02 -0.39 -0.06
-0.22 0.08 0.09
0.08 -0.02 -0.07
0.02 0.09 -0.15
0.01 -0.08 -0.07
0.04 0.03 0.00
0.00 0.03 0.00
-0.10 0.05 0.05
0.05 -0.04 0.01

Output
E_HOMO (spin up / spin down) in eV: -5.94 / -6.09
Largest force on an atom in eV Å⁻¹: 0.770
LUMO (spin up / spin down) in eV: -0.644 / -0.636
Orbital gap (spin up / spin down) in eV: 5.29 / 5.45
Charge: -1
ΔE to the lowest compared entry with this formula, charge and spin in kJ/mol: 0.0

Here are the Löwdin charges for atoms 1 to 2, given in e: atom 1 (Rb): 0.95, atom 2 (N): -0.15

No. 3
A single C5H12N2 molecule. Source: the OMol25 dataset; level of theory: ωB97M-V with the def2-TZVPD basis set.

Geometry (Å):
1 C 2.4391 1.9024 -0.5362
2 N 1.4775 1.2170 -0.0484
3 C 1.0321 0.1258 -0.8392
4 C 0.2041 -0.8982 -0.0640
5 C -1.0968 -0.4662 0.4076
6 C -1.4861 -0.9378 1.7368
7 N -2.2023 -0.6726 -0.5786
8 H 3.0876 1.3085 -1.2181
9 H 3.0992 2.8996 -0.5395
10 H 0.4074 0.5032 -1.6603
11 H 1.8111 -0.4466 -1.2510
12 H 0.0108 -1.7942 -0.7839
13 H 0.8166 -1.3866 0.7627
14 H -0.9953 0.6527 0.4912
15 H -2.4252 -0.7667 2.0345
16 H -1.5614 -2.0540 1.6421
17 H -0.6999 -0.6056 2.4277
18 H -1.9786 -0.3116 -1.4672
19 H -3.0535 -0.1648 -0.2790

Cartesian forces, eV/Å:
2.75 -1.20 -1.35
0.19 3.80 0.37
-1.42 -1.20 0.55
1.75 -3.38 -1.11
-2.33 4.16 -0.89
3.20 -3.21 -0.38
-0.65 -0.71 1.58
-0.48 0.11 -0.69
-2.61 -1.44 1.78
0.18 0.12 0.15
1.55 -0.47 -0.95
0.42 1.29 0.98
-0.61 0.88 -0.84
0.01 -0.55 0.22
-3.49 1.72 1.16
0.74 0.46 0.48
-0.54 -0.40 0.23
0.49 0.48 -1.18
0.84 -0.45 -0.11

Output
E_HOMO in eV: -8.90
Largest force on an atom in eV Å⁻¹: 4.849
LUMO in eV: 0.857
Orbital gap in eV: 9.76
ΔE to the lowest compared entry with this formula, charge and spin in kJ/mol: 292.6

Here are the natural (NBO) charges for atoms 1 to 2, given in e: atom 1 (C): -0.05, atom 2 (N): -0.41

No. 4
2 unconnected molecules or ions with the total composition C3H8ClNS. Source: the OMol25 dataset; level of theory: ωB97M-V with the def2-TZVPD basis set.

Geometry (Å):
1 C 0.1565 -0.2439 -1.4139
2 C -1.4413 0.5076 0.9710
3 C 0.6633 -0.1362 0.0427
4 N -0.2663 -0.3715 0.9876
5 S 2.1611 -1.0907 0.3253
6 Cl 1.2380 1.7291 0.0401
7 H 1.0051 -0.1303 -2.1267
8 H -0.1965 -1.2477 -1.4842
9 H -0.8743 0.2628 -1.5704
10 H -2.0754 0.3073 1.7833
11 H -1.0470 1.5566 1.2088
12 H -1.8255 0.3289 -0.0566
13 H 0.2816 -0.2797 2.2514
14 H 2.2208 -1.1923 -0.9582

Cartesian forces, eV/Å:
-1.35 -0.30 0.47
2.32 1.31 -0.79
1.21 1.43 -1.51
0.35 -0.11 6.53
-0.42 0.01 0.90
0.17 0.23 0.23
-1.17 0.60 0.37
0.11 -1.31 -0.24
2.50 0.15 -0.21
-1.17 -0.90 0.62
-0.89 -0.99 -1.10
-0.60 0.83 1.18
-1.92 -0.42 -5.10
0.86 -0.52 -1.35

Output
E_HOMO in eV: -9.28
Largest force on an atom in eV Å⁻¹: 6.542
LUMO in eV: 0.389
Orbital gap in eV: 9.67
ΔE to the lowest compared entry with this formula, charge and spin in kJ/mol: 236.7

Here are the natural (NBO) charges for atoms 1 to 2, given in e: atom 1 (C): -0.67, atom 2 (C): -0.42